Record 1
The following is a quantum chemistry calculation of a 9-piece molecular cluster, C32H75NO13S4 overall in a non-equilibrium geometry, from the OMol25 dataset.

The geometry in ORCA input format:
```
! RIJCOSX wB97M-V def2-TZVPD def2/J DEFGRID3
* xyz 0 1
O -20.92 -25.19 -8.34
S -21.85 -24.11 -8.62
O -21.93 -22.96 -7.75
C -21.62 -23.65 -10.38
C -22.86 -24.09 -11.13
C -23.54 -25.24 -10.33
C -23.53 -24.82 -8.89
H -20.62 -23.91 -10.72
H -21.63 -22.57 -10.21
H -23.52 -23.22 -11.22
H -22.72 -24.38 -12.17
H -22.84 -26.08 -10.45
H -24.49 -25.45 -10.81
H -23.59 -25.65 -8.18
H -24.29 -24.07 -8.72
O -30.29 -31.88 -13.52
S -30.35 -32.51 -12.22
O -30.86 -33.87 -12.03
C -28.75 -32.48 -11.37
C -28.83 -31.17 -10.54
C -30.20 -31.25 -9.88
C -31.22 -31.50 -10.99
H -27.88 -32.66 -11.98
H -28.88 -33.25 -10.61
H -27.97 -31.05 -9.88
H -28.81 -30.28 -11.17
H -30.41 -30.32 -9.35
H -30.18 -32.06 -9.15
H -31.57 -30.58 -11.47
H -32.08 -32.12 -10.77
O -21.49 -30.74 -4.07
S -21.82 -30.22 -5.40
O -23.14 -29.71 -5.74
C -20.70 -28.84 -5.71
C -19.54 -29.40 -6.47
C -20.06 -30.39 -7.51
C -21.08 -31.24 -6.75
H -20.35 -28.14 -4.96
H -21.19 -28.28 -6.52
H -18.80 -28.66 -6.78
H -18.88 -29.99 -5.80
H -19.34 -31.03 -8.01
H -20.39 -29.79 -8.37
H -20.60 -32.14 -6.38
H -21.93 -31.51 -7.39
O -28.93 -39.14 -14.11
S -28.21 -38.65 -12.95
O -28.32 -39.30 -11.67
C -26.44 -38.30 -13.40
C -26.15 -36.92 -12.78
C -27.35 -36.33 -12.02
C -28.58 -36.86 -12.72
H -26.49 -38.07 -14.46
H -25.71 -39.06 -13.16
H -25.35 -36.93 -12.03
H -25.78 -36.22 -13.53
H -27.37 -35.25 -11.92
H -27.30 -36.64 -10.97
H -28.51 -36.51 -13.76
H -29.56 -36.78 -12.25
C -23.08 -29.32 -10.21
O -23.26 -30.69 -10.05
C -24.17 -31.30 -10.96
C -24.30 -32.78 -10.69
C -23.00 -33.50 -10.99
N -25.40 -33.31 -11.52
H -22.41 -28.89 -9.47
H -23.94 -28.63 -10.17
H -22.69 -29.03 -11.20
H -25.04 -30.63 -10.90
H -23.85 -31.16 -12.01
H -24.45 -32.91 -9.61
H -23.04 -34.57 -10.79
H -22.20 -33.06 -10.40
H -22.74 -33.48 -12.05
H -25.34 -34.31 -11.38
H -26.26 -33.08 -11.01
C -24.10 -27.59 -14.00
C -23.13 -26.93 -14.96
C -23.26 -27.45 -16.39
O -23.25 -25.50 -14.89
H -23.87 -27.26 -12.98
H -24.01 -28.67 -13.97
H -25.13 -27.32 -14.20
H -22.09 -27.11 -14.64
H -24.29 -27.55 -16.74
H -22.82 -28.44 -16.55
H -22.76 -26.80 -17.10
H -22.78 -25.16 -15.65
C -20.78 -30.83 -13.16
C -20.92 -31.88 -14.27
C -22.17 -31.61 -15.12
O -19.80 -31.98 -15.13
H -20.40 -29.87 -13.51
H -20.12 -31.24 -12.39
H -21.71 -30.73 -12.60
H -21.15 -32.88 -13.88
H -22.27 -32.35 -15.91
H -22.10 -30.59 -15.50
H -23.10 -31.66 -14.55
H -19.29 -32.75 -14.85
C -27.02 -34.94 -6.38
C -26.26 -33.91 -7.19
C -27.19 -33.08 -8.08
O -25.70 -32.96 -6.23
H -26.28 -35.49 -5.79
H -27.54 -35.63 -7.05
H -27.87 -34.58 -5.80
H -25.37 -34.42 -7.57
H -26.74 -32.09 -8.06
H -28.21 -33.00 -7.70
H -27.13 -33.51 -9.08
H -25.30 -33.45 -5.50
C -21.76 -36.78 -12.95
C -21.46 -38.21 -12.61
C -21.91 -38.58 -11.22
O -22.19 -39.09 -13.54
H -21.23 -36.12 -12.25
H -22.82 -36.57 -12.82
H -21.42 -36.61 -13.97
H -20.42 -38.53 -12.76
H -22.04 -39.66 -11.11
H -22.82 -38.13 -10.83
H -21.06 -38.37 -10.55
H -21.54 -39.38 -14.18
*
```

Computed properties:
- highest occupied orbital energy (eV) = -10.105
- structure (SMILES) = O=S1(=O)CCCC1.O=S1(=O)CCCC1.O=S1(=O)CCCC1.O=S1(=O)CCCC1.COC[C@H](C)N.CC(C)O.CC(C)O.CC(C)O.CC(C)O
- gap between HOMO and LUMO (eV) = 10.22
- DFT total energy (hartree) = -3889.69791
- maximum force (eV/A) = 3.0

Löwdin atomic charge list, values in e, 99 entries:
1. O -0.342
2. S 0.686
3. O -0.323
4. C -0.214
5. C -0.210
6. C -0.231
7. C -0.218
8. H 0.104
9. H 0.092
10. H 0.115
11. H 0.104
12. H 0.104
13. H 0.115
14. H 0.101
15. H 0.109
16. O -0.322
17. S 0.697
18. O -0.348
19. C -0.237
20. C -0.225
21. C -0.215
22. C -0.203
23. H 0.084
24. H 0.084
25. H 0.096
26. H 0.122
27. H 0.118
28. H 0.111
29. H 0.106
30. H 0.099
31. O -0.342
32. S 0.714
33. O -0.334
34. C -0.234
35. C -0.261
36. C -0.220
37. C -0.195
38. H 0.117
39. H 0.100
40. H 0.121
41. H 0.119
42. H 0.115
43. H 0.103
44. H 0.103
45. H 0.089
46. O -0.340
47. S 0.694
48. O -0.322
49. C -0.181
50. C -0.238
51. C -0.242
52. C -0.203
53. H 0.096
54. H 0.103
55. H 0.094
56. H 0.114
57. H 0.084
58. H 0.115
59. H 0.110
60. H 0.108
61. C -0.147
62. O -0.179
63. C -0.183
64. C -0.423
65. C -0.051
66. N 0.076
67. H 0.080
68. H 0.086
69. H 0.075
70. H 0.126
71. H 0.110
72. H 0.132
73. H 0.072
74. H 0.084
75. H 0.073
76. H 0.058
77. H 0.020
78. C -0.048
79. C -0.489
80. C -0.055
81. O -0.058
82. H 0.059
83. H 0.073
84. H 0.088
85. H 0.130
86. H 0.085
87. H 0.067
88. H 0.077
89. H 0.079
90. C -0.040
91. C -0.494
92. C -0.053
93. O -0.038
94. H 0.083
95. H 0.078
96. H 0.045
97. H 0.120
98. H 0.080
99. H 0.065

---

Record 2
The following is a quantum chemistry calculation of a 9-piece molecular cluster, C32H76Br2ClN16O12P overall in a non-equilibrium geometry, from the OMol25 dataset.

The geometry in ORCA input format:
```
! RIJCOSX wB97M-V def2-TZVPD def2/J DEFGRID3
* xyz 0 1
C 2.10 1.48 2.68
O 1.77 2.38 1.64
C 0.85 3.39 2.05
C -0.18 3.75 0.94
C -1.42 2.80 1.12
C -1.07 1.48 0.37
C -2.27 0.56 0.02
P -3.08 -0.51 1.32
C -2.91 -2.38 1.07
C -1.64 -2.76 0.21
C -0.52 -3.48 1.01
C -0.94 -4.98 1.18
C 0.85 -3.49 0.30
C 1.35 -2.10 -0.19
C 2.85 -1.84 -0.02
C 3.34 -0.71 -0.52
C 2.77 -0.11 -1.81
C 4.44 0.11 0.14
C -1.47 -0.67 2.38
O -1.15 0.46 3.26
C -0.66 -0.01 4.44
C -1.44 0.20 5.75
O 0.34 -0.62 4.51
C -3.93 0.17 2.87
C -3.99 1.70 2.90
O -4.41 2.31 2.03
Cl -3.38 2.63 4.33
C -4.70 -0.43 0.29
Br -6.21 -1.51 0.96
C -4.48 -0.89 -1.24
C -4.73 0.29 -2.23
Br -5.76 -2.32 -1.79
H 2.01 1.91 3.69
H 1.49 0.56 2.62
H 3.14 1.14 2.58
H 1.46 4.30 2.29
H 0.37 3.10 3.00
H 0.34 3.58 -0.02
H -0.45 4.81 1.05
H -1.51 2.66 2.20
H -2.32 3.22 0.64
H -0.70 1.85 -0.61
H -0.18 1.00 0.81
H -3.05 1.25 -0.35
H -1.96 0.00 -0.88
H -2.90 -2.91 2.03
H -3.75 -2.81 0.50
H -1.21 -1.90 -0.32
H -1.95 -3.48 -0.57
H -0.40 -3.11 2.04
H -0.11 -5.46 1.72
H -0.99 -5.47 0.19
H -1.86 -5.10 1.76
H 1.59 -3.84 1.05
H 0.91 -4.22 -0.52
H 0.79 -1.25 0.24
H 1.14 -2.05 -1.28
H 3.54 -2.54 0.46
H 3.35 0.77 -2.13
H 2.73 -0.84 -2.62
H 1.73 0.25 -1.66
H 4.01 1.10 0.38
H 5.21 0.32 -0.62
H 4.86 -0.34 1.05
H -0.57 -0.83 1.77
H -1.51 -1.56 3.03
H -1.60 -0.80 6.17
H -2.42 0.66 5.61
H -0.81 0.85 6.38
H -5.01 -0.10 2.93
H -3.54 -0.26 3.80
H -5.10 0.60 0.23
H -3.51 -1.37 -1.39
H -5.05 1.21 -1.73
H -3.84 0.50 -2.84
H -5.51 0.02 -2.96
C 2.39 2.40 7.43
O 2.97 2.54 6.36
N 1.42 1.47 7.60
N 2.67 3.16 8.52
H 0.92 1.33 8.46
H 1.19 0.89 6.81
H 3.38 3.86 8.42
H 2.20 3.06 9.40
C -2.64 -1.99 -4.89
O -1.98 -1.87 -3.87
N -3.98 -1.77 -4.92
N -2.09 -2.34 -6.08
H -4.55 -1.86 -5.75
H -4.41 -1.51 -4.05
H -1.10 -2.51 -6.10
H -2.62 -2.44 -6.93
C 3.18 6.50 4.54
O 3.61 7.62 4.32
N 3.98 5.47 4.93
N 1.86 6.19 4.42
H 3.64 4.55 5.12
H 4.96 5.67 5.03
H 1.24 6.93 4.14
H 1.49 5.28 4.60
C 6.85 1.64 7.08
O 6.62 0.49 6.79
N 8.09 2.07 7.48
N 5.89 2.62 7.05
H 8.31 3.01 7.72
H 8.82 1.37 7.52
H 4.96 2.35 6.76
H 6.07 3.58 7.29
C 3.12 10.27 1.86
O 2.13 10.51 2.54
N 3.96 9.24 2.12
N 3.45 11.03 0.77
H 4.77 9.03 1.57
H 3.74 8.64 2.92
H 2.85 11.81 0.55
H 4.26 10.86 0.20
C -4.33 -5.14 -7.39
O -3.95 -3.98 -7.47
N -3.47 -6.14 -7.06
N -5.61 -5.52 -7.64
H -3.73 -7.10 -7.00
H -2.52 -5.88 -6.88
H -6.26 -4.80 -7.89
H -5.93 -6.47 -7.58
C -0.82 -7.88 -8.63
O -1.43 -8.49 -7.76
N -0.01 -6.81 -8.36
N -0.89 -8.22 -9.95
H 0.50 -6.30 -9.07
H 0.07 -6.53 -7.40
H -1.48 -9.00 -10.19
H -0.40 -7.73 -10.68
C 0.33 -3.26 -9.82
O 0.68 -4.10 -10.63
N -0.49 -3.56 -8.77
N 0.73 -1.96 -9.89
H -0.79 -2.90 -8.09
H -0.80 -4.52 -8.70
H 1.34 -1.71 -10.65
H 0.45 -1.26 -9.23
*
```

Computed properties:
- highest occupied orbital energy (eV) = -7.903
- gap between HOMO and LUMO (eV) = 8.07
- DFT total energy (hartree) = -8993.64051
- maximum force (eV/A) = 4.1

Löwdin atomic charge list, values in e, 99 entries:
1. C -0.093
2. O -0.196
3. C -0.230
4. C -0.139
5. C -0.181
6. C -0.210
7. C -0.223
8. P 0.873
9. C -0.238
10. C -0.188
11. C -0.377
12. C -0.074
13. C -0.170
14. C -0.185
15. C -0.083
16. C -0.349
17. C -0.060
18. C -0.070
19. C -0.243
20. O -0.109
21. C -0.560
22. C 0.011
23. O 0.136
24. C -0.207
25. C -0.821
26. O 0.068
27. Cl 0.676
28. C -0.766
29. Br 0.625
30. C -0.719
31. C -0.159
32. Br 0.614
33. H 0.078
34. H 0.073
35. H 0.083
36. H 0.109
37. H 0.109
38. H 0.112
39. H 0.111
40. H 0.059
41. H 0.109
42. H 0.114
43. H 0.089
44. H 0.084
45. H 0.098
46. H 0.094
47. H 0.042
48. H 0.080
49. H 0.123
50. H 0.123
51. H 0.079
52. H 0.080
53. H 0.074
54. H 0.112
55. H 0.120
56. H 0.090
57. H 0.112
58. H 0.110
59. H 0.074
60. H 0.082
61. H 0.072
62. H 0.073
63. H 0.076
64. H 0.079
65. H 0.075
66. H 0.096
67. H 0.099
68. H 0.010
69. H 0.061
70. H 0.059
71. H 0.082
72. H 0.041
73. H 0.045
74. H 0.077
75. H 0.082
76. H 0.039
77. C -0.658
78. O -0.006
79. N 0.172
80. N 0.168
81. H 0.104
82. H 0.086
83. H 0.102
84. H 0.101
85. C -0.680
86. O 0.004
87. N 0.173
88. N 0.144
89. H 0.097
90. H 0.014
91. H 0.088
92. H 0.057
93. C -0.652
94. O 0.007
95. N 0.171
96. N 0.170
97. H 0.069
98. H 0.103
99. H 0.115

---

Question: Which value of gap between HOMO and LUMO does entry 1 give?
Answer: 10.22 eV